(1)
Density functional theory data (ωB97M-V/def2-TZVPD) for C5H13F3N3O3PdS as an isolated structure.

The calculation puts the total energy at -38470.036 eV. As for the LUMO energy (spin up / spin down): -4.68 / -4.68 eV. As for the gap between HOMO and LUMO (spin up / spin down): 8.203 / 8.201 eV. The calculation puts the HOMO energy (spin up / spin down) at -12.9 / -12.9 eV.

```
! wB97M-V def2-TZVPD RIJCOSX def2/J DEFGRID3
* xyz 1 1
Pd -0.51232 0.30516 0.47053
N -1.91659 0.73821 -1.13414
C -1.10922 0.98563 -2.34559
C 0.10346 1.79863 -1.95250
N 0.81511 1.20561 -0.78266
C 1.94173 0.26820 -1.08869
C 1.49014 -1.16058 -1.34083
N 0.70708 -1.63689 -0.19076
H -2.45443 1.56043 -0.87514
H -2.58521 -0.01212 -1.27451
H -0.82910 0.02015 -2.76376
H -1.67016 1.52218 -3.11324
H 0.79060 1.92003 -2.79192
H -0.22316 2.79414 -1.64709
H 1.22562 1.98191 -0.27001
H 2.51418 0.65661 -1.93351
H 2.59426 0.28009 -0.21400
H 0.86913 -1.22126 -2.23446
H 2.37472 -1.77243 -1.52990
H 0.14164 -2.44400 -0.42381
H 1.30775 -1.91206 0.57900
F 0.41619 -1.09718 4.79235
C -0.28700 -1.43897 3.72908
F 0.55021 -1.92001 2.79055
F -1.16330 -2.37756 4.04032
S -1.15769 0.04055 3.05637
O -0.08637 0.92564 2.60141
O -2.04983 0.48360 4.05606
O -1.79744 -0.49370 1.79085
*
```

Atomic charges from the natural (NBO) analysis, expressed in e, are listed below: Pd 1.02; N -0.81; C -0.24; C -0.25; N -0.55; C -0.24; C -0.24; N -0.87; H 0.40; H 0.41; H 0.21; H 0.23; H 0.23; H 0.22; H 0.42; H 0.22; H 0.22; H 0.20; H 0.22; H 0.40; H 0.40; F -0.29; C 0.72; F -0.33; F -0.29; S 2.30; O -0.96; O -0.85; O -0.91

(2)
Density functional theory data (ωB97M-V/def2-TZVPD) for C5H13FGaN2O3 as an isolated structure.

The calculation puts the total energy at -69613.556 eV. As for the LUMO energy: 3.71 eV. As for the gap between HOMO and LUMO: 8.318 eV. The calculation puts the HOMO energy at -4.6 eV. The calculation puts the energy above the lowest of the compared OMol25 structures with the same formula, charge and spin at 2.5 kcal/mol.

```
! wB97M-V def2-TZVPD RIJCOSX def2/J DEFGRID3
* xyz -1 1
C 3.19536 0.71442 0.81156
C 3.08502 -0.64151 0.11843
C 1.62862 -1.01162 -0.17159
C 0.96045 -0.14845 -1.22174
O -0.39023 -0.55732 -1.38367
Ga -1.59141 0.45826 -0.40448
F -0.72546 1.01884 1.09602
C -3.29713 -0.49614 0.07114
N -3.04794 -1.62400 1.03480
O -1.94752 2.00305 -1.51748
N -2.25564 3.12646 -0.89358
O -2.81604 2.98547 0.15661
H 2.72470 1.48034 0.21000
H 4.23048 0.97803 1.00906
H 2.63657 0.66222 1.74055
H 3.69572 -0.67696 -0.78395
H 3.48692 -1.39515 0.79566
H 1.57747 -2.04201 -0.50928
H 1.07344 -0.88360 0.75227
H 0.99530 0.90702 -0.94360
H 1.48122 -0.25433 -2.18086
H -3.78577 -0.89306 -0.81502
H -3.95907 0.23929 0.51676
H -3.56578 -1.46713 1.88925
H -3.38926 -2.48213 0.62315
*
```

Atomic charges from the natural (NBO) analysis, expressed in e, are listed below: C -0.61; C -0.39; C -0.42; C -0.05; O -0.95; Ga 1.81; F -0.78; C -0.76; N -0.86; O -0.67; N 0.34; O -0.39; H 0.21; H 0.19; H 0.21; H 0.18; H 0.18; H 0.19; H 0.22; H 0.15; H 0.14; H 0.18; H 0.19; H 0.34; H 0.34

(3)
Density functional theory data (ωB97M-V/def2-TZVPD) for an isolated ion of composition C5H13FN and charge +1.

The calculation puts the total energy at -9594.960 eV. As for the LUMO energy: -3.30 eV. As for the gap between HOMO and LUMO: 11.544 eV. The calculation puts the HOMO energy at -14.8 eV. The calculation puts the energy above the lowest of the compared OMol25 structures with the same formula, charge and spin at 37.1 kcal/mol. As for the SMILES: CC[C@H](F)[C@H](C)[NH3+].

```
! wB97M-V def2-TZVPD RIJCOSX def2/J DEFGRID3
* xyz 1 1
C 2.45210 0.54687 0.33758
C 1.63856 -0.64610 -0.25345
C 0.28320 -0.82470 0.43715
F -0.33806 -2.01280 -0.08359
C -0.83027 0.51630 -0.11135
C -1.93976 0.73925 0.91522
N -1.43164 -0.18125 -1.25042
H 2.07166 0.59876 1.34658
H 3.51324 0.28485 0.32292
H 2.14940 1.38127 -0.34764
H 1.73684 -0.56073 -1.36818
H 2.18996 -1.66735 0.03590
H 0.32317 -0.76002 1.55169
H -0.13118 1.41238 -0.40354
H -2.94360 0.78935 0.25247
H -1.84899 1.68756 1.45105
H -1.89295 -0.12644 1.61513
H -1.12977 0.09522 -2.13691
H -2.48635 -0.01806 -1.17326
H -1.38558 -1.25435 -1.13735
*
```

Atomic charges from the natural (NBO) analysis, expressed in e, are listed below: C -0.60; C -0.48; C 0.24; F -0.37; C -0.10; C -0.63; N -0.71; H 0.21; H 0.25; H 0.21; H 0.23; H 0.24; H 0.21; H 0.26; H 0.19; H 0.26; H 0.24; H 0.44; H 0.44; H 0.47